{"formula": "C50H68N7NaO3P4", "method": "ωB97M-V with the def2-TZVPD basis set", "species": ["Na", "C", "N", "C", "P", "O", "O", "P", "O", "N", "C", "C", "N", "C", "C", "N", "C", "C", "H", "H", "H", "H", "H", "H", "H", "H", "H", "H", "H", "H", "H", "H", "H", "H", "H", "H", "H", "H", "H", "H", "H", "H", "C", "N", "P", "C", "C", "C", "C", "C", "C", "C", "C", "C", "C", "C", "C", "P", "C", "C", "C", "C", "C", "C", "C", "C", "C", "C", "C", "C", "H", "H", "H", "H", "H", "H", "H", "H", "H", "H", "H", "H", "H", "H", "H", "H", "H", "H", "H", "H", "H", "H", "H", "C", "C", "C", "C", "C", "C", "C", "C", "N", "H", "H", "H", "H", "H", "H", "H", "H", "H", "C", "N", "C", "C", "C", "C", "C", "C", "C", "C", "H", "H", "H", "H", "H", "H", "H", "H", "H", "H", "H", "H"], "positions_angstrom": [[0.286110, 0.073930, 0.381754], [1.951182, -0.848179, 5.922703], [1.108163, -1.030535, 4.757253], [-0.268835, -1.404922, 5.098607], [1.236342, 0.119805, 3.544449], [0.305502, -0.223719, 2.455703], [2.803278, -0.040271, 3.125535], [3.261683, -0.592779, 1.652321], [2.365773, -0.212670, 0.550621], [3.462670, -2.216574, 1.873675], [2.259753, -3.052971, 1.696180], [4.295281, -2.640210, 2.991613], [4.788630, 0.059995, 1.531001], [5.068116, 0.828114, 0.312867], [5.482343, 0.578906, 2.701348], [1.255870, 1.601922, 4.257371], [0.173393, 2.575694, 3.981108], [2.503548, 2.201228, 4.730651], [2.022111, -1.792196, 6.469214], [1.554500, -0.083210, 6.606219], [2.959413, -0.555887, 5.625747], [-0.280320, -2.423263, 5.496645], [-0.899428, -1.372353, 4.211676], [-0.695574, -0.731434, 5.854551], [1.664676, -2.689763, 0.864426], [1.629926, -3.064681, 2.592958], [2.571609, -4.074110, 1.471063], [3.888999, -2.334685, 3.965127], [5.310680, -2.252607, 2.886987], [4.348332, -3.728296, 2.976863], [4.386904, 0.537666, -0.484362], [6.093413, 0.637623, -0.014822], [4.949989, 1.902509, 0.488329], [5.213738, 0.029422, 3.600483], [5.249901, 1.637598, 2.868644], [6.562327, 0.485057, 2.554242], [-0.759962, 2.063341, 3.761247], [0.384532, 3.213675, 3.130174], [0.024610, 3.183006, 4.879458], [3.266028, 1.447689, 4.916960], [2.305202, 2.726877, 5.670007], [2.904767, 2.917451, 4.028170], [-2.965708, 1.609573, -2.822025], [-1.983598, 0.959779, -1.961533], [-0.384412, 0.614964, -2.442453], [0.469097, 2.244215, -2.703624], [1.778617, 2.315423, -2.223939], [2.571472, 3.434939, -2.458446], [2.051721, 4.525107, -3.134908], [0.743273, 4.479221, -3.600598], [-0.024843, 3.340747, -3.412778], [-0.564597, 0.124928, -4.212167], [-1.513463, -0.861583, -4.498901], [-1.647687, -1.381583, -5.777490], [-0.816290, -0.941583, -6.800693], [0.152572, 0.011523, -6.524006], [0.280823, 0.536076, -5.240979], [-2.462491, 0.086564, -0.484414], [-4.307071, 0.022037, -0.808128], [-4.832775, -1.097487, -1.454702], [-6.205576, -1.276294, -1.593487], [-7.082241, -0.334927, -1.067878], [-6.571998, 0.775248, -0.402945], [-5.199310, 0.944195, -0.264055], [-2.295518, 1.276765, 0.801134], [-2.058795, 2.761122, 0.561618], [-2.863588, 3.534387, 1.596266], [-3.327385, 2.978541, 2.747719], [-3.228507, 1.573201, 3.035462], [-2.721778, 0.767524, 2.023023], [-2.488108, 1.970719, -3.729813], [-3.429683, 2.461512, -2.315811], [-3.766010, 0.928764, -3.120935], [2.178194, 1.470416, -1.665178], [3.591034, 3.463237, -2.090916], [2.646885, 5.419286, -3.274115], [0.320841, 5.339076, -4.107603], [-1.027434, 3.316216, -3.819099], [-2.148167, -1.220832, -3.693386], [-2.397692, -2.138029, -5.977576], [-0.919549, -1.342978, -7.802290], [0.814140, 0.352939, -7.312116], [1.044689, 1.278082, -5.040267], [-4.144231, -1.843119, -1.846120], [-6.593700, -2.155087, -2.097521], [-8.154046, -0.474533, -1.157483], [-7.250560, 1.508359, 0.019120], [-4.800710, 1.790005, 0.296422], [-2.434214, 3.002661, -0.431481], [-3.013431, 4.597170, 1.413608], [-3.825327, 3.618987, 3.473398], [-3.634406, 1.156234, 3.949616], [-2.782190, -0.320013, 2.125099], [2.221162, 3.585528, 0.739747], [1.224046, 4.584298, 0.243327], [1.684396, 5.847872, -0.059002], [0.860173, 6.849754, -0.574260], [-0.455800, 6.487221, -0.836406], [-0.981421, 5.232067, -0.564128], [-2.374748, 4.952665, -1.087089], [-0.181099, 4.212176, 0.116161], [-0.600260, 3.026113, 0.581232], [2.705438, 3.957149, 1.626151], [3.007244, 3.405406, -0.004053], [1.733753, 2.639226, 0.965980], [2.741069, 6.060266, 0.104563], [1.231570, 7.845605, -0.787208], [-1.111212, 7.213074, -1.312568], [-2.699120, 5.792412, -1.709134], [-3.126466, 4.809765, -0.303757], [-2.392498, 4.059012, -1.712129], [3.763994, -3.154586, -1.480654], [2.889764, -2.155713, -2.047409], [3.562908, -1.417443, -3.090148], [1.627026, -2.720818, -2.537904], [0.709974, -3.266812, -1.457789], [0.693315, -4.659286, -1.297755], [-0.057060, -5.254543, -0.289239], [-0.827852, -4.431843, 0.528398], [-0.833673, -3.054476, 0.309605], [-0.064969, -2.381355, -0.664499], [4.594530, -2.675570, -0.953075], [4.185629, -3.828398, -2.254928], [3.212825, -3.765511, -0.766265], [4.490166, -0.980492, -2.704320], [2.924449, -0.605317, -3.446954], [3.826262, -2.056674, -3.957118], [1.846670, -3.512182, -3.284724], [1.113925, -1.917387, -3.062714], [1.275305, -5.290487, -1.969003], [-0.051270, -6.330975, -0.155415], [-1.432740, -4.871726, 1.319517], [-1.499249, -2.456912, 0.944877]], "forces_ev_per_a": [[-0.80, 0.08, -0.79], [-0.07, -0.08, 0.05], [-0.10, -0.06, -0.06], [0.10, -0.04, 0.01], [0.09, -0.54, -0.05], [0.25, 0.52, 1.48], [-0.23, 0.01, -0.20], [0.16, 0.03, -0.26], [1.16, -0.16, 0.44], [-0.25, -0.14, 0.06], [0.07, 0.04, 0.16], [0.05, 0.03, -0.18], [-0.15, 0.26, 0.11], [0.07, -0.12, 0.03], [0.03, -0.01, -0.12], [-0.13, 0.45, -0.39], [0.00, -0.21, 0.25], [-0.40, -0.26, 0.30], [-0.01, -0.01, 0.01], [0.02, 0.01, -0.02], [-0.03, -0.07, 0.00], [0.04, 0.02, 0.02], [0.09, 0.01, -0.02], [0.02, 0.02, -0.04], [0.00, 0.08, -0.07], [0.04, 0.04, 0.02], [0.04, 0.00, 0.02], [-0.04, -0.01, 0.00], [-0.04, 0.04, 0.00], [0.03, -0.04, -0.01], [-0.01, -0.05, 0.06], [0.03, -0.01, 0.04], [-0.05, 0.00, 0.02], [-0.01, -0.04, -0.03], [-0.01, 0.01, 0.00], [0.00, 0.01, -0.01], [-0.10, -0.13, -0.07], [0.18, 0.10, -0.23], [0.03, -0.04, -0.02], [-0.06, 0.04, -0.01], [-0.01, -0.01, -0.01], [0.10, 0.29, -0.42], [0.06, 0.13, 0.18], [0.24, -0.72, -0.22], [-0.11, 0.98, 0.01], [0.11, -0.12, -0.18], [-0.02, -0.13, -0.15], [-0.09, -0.11, -0.14], [-0.05, -0.02, -0.05], [0.05, -0.01, -0.01], [-0.07, 0.06, 0.11], [-0.08, -0.30, 0.10], [-0.09, -0.03, 0.03], [-0.01, 0.01, 0.03], [0.00, 0.02, 0.04], [0.02, 0.02, 0.06], [0.03, 0.05, -0.06], [-0.54, 0.21, -0.35], [0.05, -0.07, 0.01], [-0.02, 0.00, -0.14], [0.08, 0.03, 0.00], [0.07, 0.02, 0.02], [0.04, -0.02, -0.03], [-0.01, 0.13, 0.10], [-0.10, 0.14, -0.10], [0.02, -0.63, 0.35], [0.22, -0.11, 0.18], [0.13, -0.25, -0.09], [0.21, 0.28, 0.08], [-0.10, 0.10, -0.06], [0.02, -0.01, -0.06], [-0.04, -0.07, -0.03], [-0.03, -0.05, -0.02], [-0.02, 0.07, -0.02], [-0.02, 0.00, 0.02], [-0.01, 0.00, 0.01], [-0.01, -0.01, 0.02], [0.00, 0.04, 0.03], [0.01, 0.01, -0.06], [0.00, 0.00, 0.03], [0.01, -0.01, 0.01], [0.01, 0.01, 0.02], [-0.02, 0.02, -0.01], [-0.05, 0.00, 0.04], [0.03, 0.00, -0.01], [0.00, 0.00, -0.01], [0.02, 0.01, 0.02], [-0.02, -0.06, -0.04], [0.00, -0.51, 0.49], [0.01, -0.13, 0.32], [-0.05, 0.04, -0.01], [0.03, 0.01, 0.02], [0.04, 0.03, 0.02], [-0.05, -0.36, -0.26], [-0.39, 0.08, -0.05], [-0.13, 0.07, 0.00], [0.13, -0.06, 0.06], [-0.14, -0.15, 0.01], [0.08, -0.08, 0.07], [-0.09, 0.51, -0.32], [-0.14, -0.06, -0.03], [0.27, 0.61, -0.19], [0.35, 0.12, 0.68], [-0.09, -0.04, 0.18], [-0.01, -0.08, 0.03], [0.01, -0.03, 0.00], [0.00, -0.02, -0.02], [-0.05, 0.01, -0.03], [0.04, 0.09, -0.03], [0.08, 0.14, -0.44], [0.06, 0.38, -0.24], [-0.05, 0.01, -0.02], [-0.03, -0.03, -0.02], [-0.07, 0.04, 0.10], [0.03, 0.08, 0.05], [0.00, -0.15, 0.05], [-0.07, 0.05, 0.03], [0.01, 0.13, -0.01], [0.05, 0.02, -0.08], [-0.17, 0.04, -0.02], [0.30, -0.39, 0.08], [0.00, 0.00, -0.03], [-0.01, -0.04, -0.01], [0.02, 0.03, -0.03], [-0.03, -0.02, 0.00], [0.00, -0.04, 0.01], [0.01, 0.00, -0.02], [0.01, -0.02, -0.02], [-0.08, 0.09, -0.02], [0.04, 0.01, 0.00], [-0.01, -0.04, 0.00], [0.00, 0.03, 0.00], [0.09, -0.08, -0.05]], "lowdin_charge": [0.038, -0.139, -0.290, -0.097, 0.533, -0.246, -0.290, 0.533, -0.259, -0.267, -0.088, -0.112, -0.272, -0.093, -0.123, -0.265, -0.056, -0.108, 0.080, 0.083, 0.058, 0.079, 0.076, 0.083, 0.048, 0.088, 0.085, 0.072, 0.071, 0.081, 0.065, 0.079, 0.079, 0.063, 0.083, 0.081, 0.060, 0.072, 0.081, 0.052, 0.083, 0.072, -0.164, -0.487, 1.037, -0.339, -0.113, -0.110, -0.098, -0.084, -0.095, -0.345, -0.098, -0.097, -0.121, -0.105, -0.091, 1.009, -0.343, -0.121, -0.119, -0.131, -0.100, -0.074, -0.412, -0.389, -0.080, -0.177, -0.196, -0.224, 0.057, 0.067, 0.067, 0.084, 0.095, 0.096, 0.099, 0.088, 0.099, 0.094, 0.086, 0.091, 0.097, 0.094, 0.086, 0.082, 0.090, 0.104, 0.050, 0.068, 0.072, 0.049, 0.085, -0.084, -0.237, -0.130, -0.169, -0.128, -0.194, -0.088, -0.235, 0.092, 0.055, 0.040, 0.051, 0.095, 0.059, 0.084, 0.068, 0.047, 0.039, -0.118, -0.244, -0.122, -0.190, -0.290, -0.114, -0.151, -0.146, -0.197, -0.104, 0.073, 0.078, 0.060, 0.071, 0.071, 0.077, 0.110, 0.080, 0.086, 0.072, 0.076, 0.053], "relative_energy_kj_mol": 121.3, "charge": -2, "e_tot_ev": -111100.867, "mol_weight_g_mol": 962.03, "e_lumo_ev": 3.284, "orbital_gap_ev": 3.37}